1.
DFT (wB97M-V/def2-TZVPD) results for 11 unconnected molecules or ions with the total composition C14H52N2O11.

**Gap between HOMO and LUMO**: 0.3635 hartree
**Largest force on an atom**: 0.8 eV/Å
**DFT total energy**: -1501.71516 hartree
**HOMO**: -9.73 eV
**Multiplicity**: 1

Cartesian coordinates (Å):
O 11.828 -8.928 -10.122
O 13.033 -7.573 -12.434
O 11.613 -7.709 -14.854
O 13.701 -10.328 -16.421
O 14.224 -9.724 -13.657
O 10.065 -16.642 -16.459
O 17.010 -10.358 -13.943
O 17.640 -5.485 -11.403
O 11.259 -11.470 -17.125
O 7.927 -12.126 -9.520
O 15.124 -12.798 -16.421
N 12.266 -13.799 -15.728
N 17.439 -13.583 -12.207
C 16.503 -6.345 -11.524
C 11.606 -15.117 -15.488
C 18.049 -11.389 -11.325
C 17.426 -11.682 -13.729
C 10.571 -15.331 -16.571
C 16.888 -7.703 -12.083
C 13.680 -10.986 -13.241
C 9.343 -17.039 -17.600
C 17.323 -9.899 -15.252
C 17.166 -12.148 -12.303
C 10.995 -15.102 -14.104
C 9.702 -12.517 -11.148
C 8.245 -12.183 -10.904
C 12.185 -10.971 -13.434
H 16.120 -11.928 -12.076
H 11.355 -12.239 -16.522
H 17.280 -14.037 -13.104
H 11.841 -11.987 -13.646
H 15.168 -9.814 -13.856
H 9.877 -12.735 -12.204
H 11.606 -10.567 -12.607
H 11.617 -6.853 -15.289
H 9.763 -14.591 -16.457
H 7.619 -12.928 -11.396
H 17.738 -11.596 -10.298
H 17.660 -8.181 -11.486
H 11.924 -7.535 -13.946
H 12.132 -9.656 -9.572
H 19.099 -11.686 -11.395
H 11.288 -11.834 -18.014
H 17.975 -10.318 -11.498
H 12.991 -13.726 -15.017
H 11.745 -14.796 -13.369
H 8.898 -18.009 -17.397
H 16.077 -6.488 -10.526
H 8.111 -11.234 -9.214
H 12.357 -15.911 -15.557
H 8.504 -16.351 -17.800
H 11.392 -8.323 -9.514
H 10.378 -11.725 -10.826
H 9.975 -17.048 -18.495
H 13.684 -9.814 -15.600
H 18.502 -11.798 -13.942
H 7.993 -11.240 -11.405
H 11.922 -10.391 -14.321
H 13.936 -11.146 -12.186
H 17.570 -4.795 -12.066
H 9.958 -13.427 -10.601
H 10.619 -16.081 -13.808
H 17.212 -8.820 -15.278
H 13.405 -8.393 -12.806
H 16.002 -12.594 -16.754
H 12.703 -7.815 -11.559
H 18.429 -13.724 -12.032
H 16.599 -10.315 -15.967
H 15.742 -5.883 -12.155
H 18.316 -10.243 -15.550
H 12.838 -13.855 -16.571
H 17.268 -7.578 -13.103
H 11.004 -15.194 -17.574
H 10.162 -14.398 -14.032
H 16.006 -8.337 -12.181
H 14.180 -11.776 -13.810
H 16.901 -12.373 -14.412
H 14.685 -11.932 -16.316
H 12.763 -10.487 -16.643


2.
DFT (wB97M-V/def2-TZVPD) results for a molecular structure, C37H66F8N14O11S5 in a non-equilibrium geometry.

**Gap between HOMO and LUMO**: 0.3556 hartree
**Largest force on an atom**: 7.4 eV/Å
**DFT total energy**: -5833.00047 hartree
**Total charge**: +2
**HOMO**: -12.95 eV
**Multiplicity**: 1

Cartesian coordinates (Å):
S 3.241 -2.858 0.527
S 4.042 1.837 1.427
S 2.119 -1.047 -1.426
S 1.793 3.228 2.370
S -5.654 -1.365 -1.025
F -1.586 0.630 1.071
F -6.668 -3.324 -2.414
F 4.855 2.335 2.878
F 4.753 -2.962 0.888
F -5.283 -2.111 -3.541
F 2.544 3.782 3.566
F -7.268 -1.466 -3.224
F 1.531 0.154 -0.566
O -6.766 -1.401 -0.110
O 2.663 -0.410 -2.631
O 1.883 4.225 1.471
O 2.637 -2.588 1.804
O 0.610 2.969 3.008
O -5.239 -0.018 -1.442
O 3.075 -4.161 -0.130
O -4.641 -2.348 -0.714
O 1.038 -1.869 -1.747
O 4.492 2.790 0.492
O 4.324 0.462 1.438
N -2.719 3.447 -2.299
N 1.783 0.214 5.484
N -0.457 -1.203 -5.659
N -4.117 2.368 2.396
N 3.175 -1.652 -0.480
N -0.310 -5.641 0.461
N 7.322 2.319 -0.857
N 7.642 0.275 -0.125
N -1.619 -0.865 -3.873
N -0.770 3.485 -1.368
N -6.101 1.611 1.999
N 0.555 -0.430 3.821
N -2.272 -5.166 -0.277
N 2.587 1.838 1.964
C -0.457 -1.314 -4.346
C 0.654 -1.789 -6.421
C 1.778 -0.536 4.353
C -3.668 -5.295 -0.701
C -7.496 1.624 1.669
C -2.108 -0.796 -2.472
C 6.789 1.064 -0.777
C -3.878 -6.617 -1.376
C 2.924 0.343 6.410
C 0.588 0.818 5.611
C 2.066 -1.874 -5.644
C -1.671 -0.686 -6.113
C -5.163 0.559 1.818
C 8.751 1.014 0.139
C -2.741 2.503 -1.300
C -3.801 3.818 -3.199
C 0.742 -6.355 1.071
C -6.315 -2.100 -2.633
C 0.173 -1.143 2.647
C 7.632 -1.119 1.820
C -0.210 0.416 4.538
C -1.425 -6.113 -0.059
C -0.465 -4.218 0.493
C 4.166 0.833 5.637
C -1.495 2.471 -0.728
C -3.164 4.640 1.835
C -5.383 2.683 2.331
C 8.536 2.296 -0.232
C 0.621 3.799 -1.034
C -3.006 3.296 2.662
C -2.379 -0.508 -4.963
C 6.616 3.454 -1.492
C 7.224 -1.028 0.340
C -4.717 4.839 -2.532
C -1.760 -3.941 0.146
C -3.978 1.058 2.031
C -1.541 3.985 -2.292
H 2.590 -1.155 4.024
H 7.179 -1.917 2.296
H 7.305 -0.279 2.406
H 4.611 0.195 4.854
H 0.886 4.177 -1.992
H -1.139 1.930 0.167
H 0.682 4.626 -0.388
H -2.175 2.748 2.217
H 3.890 1.752 5.044
H -3.354 4.180 -4.140
H 7.346 3.924 -2.134
H -4.264 5.823 -2.382
H 4.982 1.079 6.318
H -1.275 4.790 -2.940
H -7.797 2.018 0.719
H -3.935 -4.493 -1.415
H -4.876 -6.951 -1.492
H -2.463 -3.096 0.297
H 5.779 0.902 -1.027
H -3.181 4.419 0.767
H -5.401 -0.457 1.465
H 1.066 -7.153 0.405
H -5.746 3.691 2.446
H -1.375 -1.261 -1.849
H -7.901 0.630 1.763
H -4.377 2.963 -3.545
H -5.019 4.515 -1.538
H 9.707 0.682 0.489
H 8.684 -1.071 1.997
H 1.552 -5.658 1.120
H -1.924 -0.541 -7.176
H 0.301 -3.543 0.693
H -5.573 4.919 -3.176
H 0.843 -0.749 1.885
H 2.692 1.051 7.190
H 2.345 -0.886 -5.365
H 5.822 2.934 -2.064
H -3.077 -1.243 -2.477
H 0.292 -2.768 -6.700
H -2.929 0.700 1.906
H -2.156 0.236 -2.135
H 6.170 -1.177 0.135
H 0.317 -1.627 -3.695
H -3.354 -0.120 -4.778
H 9.206 3.084 -0.020
H 0.863 -1.180 -7.295
H -4.327 -5.220 0.160
H 6.353 4.193 -0.790
H 7.790 -1.778 -0.253
H 2.145 -2.479 -4.731
H -7.956 2.266 2.381
H -4.051 5.225 2.233
H -2.940 3.450 3.719
H -3.313 -7.406 -0.805
H 1.071 2.945 -0.615
H 0.510 -6.710 2.107
H 3.034 -0.644 6.894
H -2.308 5.230 2.200
H -0.809 -0.807 2.383
H -3.401 -6.551 -2.394
H -3.667 2.001 -0.997
H 0.232 -2.217 2.820
H -1.253 0.530 4.385
H 2.763 -2.223 -6.408
H -1.777 -7.112 0.003
H 0.450 1.506 6.434


3.
DFT (wB97M-V/def2-TZVPD) results for a single C5H9N3O molecule in a non-equilibrium geometry.

**Gap between HOMO and LUMO**: 0.2670 hartree
**Largest force on an atom**: 4.2 eV/Å
**DFT total energy**: -435.29628 hartree
**HOMO**: -7.18 eV
**Multiplicity**: 1
**Energy above the lowest of the compared OMol25 structures with the same formula, charge and spin**: 101.3 kcal per mole

Cartesian coordinates (Å):
O -0.654 -2.714 -0.091
N 1.674 -0.541 1.846
N 2.354 -0.525 -0.330
N -1.059 -0.386 0.195
C 0.391 1.546 -1.001
C 1.493 -0.127 0.638
C -0.721 -1.592 0.217
C -2.461 -0.067 -0.179
C 0.306 0.817 0.195
H -3.122 -0.888 0.104
H 0.926 -0.209 2.455
H 2.112 -0.271 -1.279
H -2.759 0.822 0.375
H -2.536 0.129 -1.248
H 3.116 -1.105 -0.009
H 0.322 2.624 -0.994
H 0.603 1.065 -1.948
H 0.013 1.421 1.053


4.
DFT (wB97M-V/def2-TZVPD) results for 2 unconnected molecules or ions with the total composition H3N3O2 in a non-equilibrium geometry.

**Gap between HOMO and LUMO (alpha / beta)**: 0.2856 / 0.3402 hartree
**Largest force on an atom**: 7.4 eV/Å
**DFT total energy**: -316.29291 hartree
**HOMO (alpha / beta)**: -8.96 / -10.20 eV
**Multiplicity**: 1
**Energy above the lowest of the compared OMol25 structures with the same formula, charge and spin**: 71.5 kcal per mole

Cartesian coordinates (Å):
O -0.950 0.626 1.205
O 2.389 -0.316 0.711
N 1.518 -0.374 -0.103
N -0.406 -0.416 -1.210
N 0.467 -0.004 -0.268
H -0.945 -1.241 -0.769
H -1.133 0.275 -1.211
H -0.939 1.451 1.646


5.
DFT (wB97M-V/def2-TZVPD) results for 2 unconnected molecules or ions with the total composition C5H15NO.

**Gap between HOMO and LUMO**: 0.3329 hartree
**Largest force on an atom**: 0.6 eV/Å
**DFT total energy**: -329.47525 hartree
**HOMO**: -8.22 eV
**Multiplicity**: 1
**Energy above the lowest of the compared OMol25 structures with the same formula, charge and spin**: 20.3 kcal per mole

Cartesian coordinates (Å):
O 0.569 -0.506 -3.418
N 0.378 0.133 0.116
C -1.017 -1.687 0.860
C -1.939 0.051 -0.752
C -0.988 -0.238 0.422
C 1.899 1.283 1.693
C 0.991 1.382 0.480
H -1.294 0.351 1.298
H 0.865 -1.162 -4.056
H -0.579 -1.775 1.850
H 1.302 0.908 2.518
H 2.373 2.229 1.929
H -0.418 -2.291 0.183
H 0.975 -0.764 -2.584
H -2.025 -2.079 0.878
H 2.669 0.529 1.516
H -1.432 0.767 -1.391
H 1.504 1.823 -0.380
H 0.205 2.114 0.679
H 1.014 -0.624 -0.063
H -2.919 0.400 -0.432
H -2.135 -0.844 -1.346


6.
DFT (wB97M-V/def2-TZVPD) results for a molecular structure, C27H35N8O2STl in a non-equilibrium geometry.

**Gap between HOMO and LUMO**: 0.2168 hartree
**Largest force on an atom**: 2.0 eV/Å
**DFT total energy**: -2208.53345 hartree
**Total charge**: +2
**HOMO**: -13.08 eV
**Multiplicity**: 1
**Energy above the lowest of the compared OMol25 structures with the same formula, charge and spin**: 10.0 kcal per mole

Cartesian coordinates (Å):
Tl 0.438 0.293 -0.431
S 0.227 -0.130 2.606
O 0.666 -1.109 1.614
O 1.153 0.260 3.616
N 2.007 -1.228 -1.248
N 4.219 -1.979 -1.794
N -0.260 1.118 1.631
N -0.890 -1.413 -1.268
N 3.866 0.178 -1.419
N 0.184 2.826 -0.439
N -2.797 -0.286 -1.967
N -3.092 -2.388 -1.366
C -2.211 -1.293 2.420
C 3.290 -1.049 -1.461
C 0.332 3.621 -1.481
C -3.720 -1.541 4.270
C -4.402 -1.968 -1.870
C 4.220 -3.393 -1.437
C 0.018 2.982 3.197
C -2.893 -3.797 -1.068
C -0.082 -2.572 -0.946
C -3.426 -1.722 2.923
C -2.203 1.021 -2.076
C -2.796 -0.955 5.123
C -0.053 2.443 1.924
C 3.154 1.428 -1.341
C 5.221 0.141 -1.962
C 0.361 5.553 -0.095
C 1.318 -2.467 -1.558
C -2.181 -1.400 -1.509
C 0.238 5.228 2.351
C 0.236 4.722 1.037
C -4.239 -0.462 -2.080
C -1.302 -0.699 3.287
C 5.541 -1.346 -1.905
C 0.383 5.013 -1.353
C 0.155 4.360 3.405
C -1.569 -0.528 4.633
C 0.098 3.326 0.809
H -4.764 0.127 -1.322
H 6.050 -1.703 -2.798
H -4.145 -2.201 2.271
H 0.015 -2.677 0.137
H 5.226 0.519 -2.989
H -0.077 2.324 4.048
H -4.678 -1.858 4.658
H 0.299 6.297 2.503
H -5.172 -2.201 -1.136
H -2.100 1.514 -1.101
H 2.347 1.484 -2.084
H 0.457 6.622 0.053
H 0.181 4.735 4.419
H 5.216 -3.779 -1.632
H -2.844 1.637 -2.702
H 3.853 2.235 -1.543
H -1.949 -1.411 1.375
H -1.228 0.955 -2.567
H 5.900 0.743 -1.362
H 1.236 -2.570 -2.644
H 0.467 5.630 -2.236
H 3.528 -3.968 -2.047
H -4.641 -2.490 -2.799
H -0.826 -0.081 5.280
H -2.300 -3.928 -0.165
H -0.499 -3.484 -1.362
H 1.845 -3.327 -1.151
H -4.582 -0.139 -3.062
H -3.872 -4.235 -0.887
H 3.998 -3.544 -0.378
H -3.025 -0.832 6.173
H -2.435 -4.338 -1.898
H 6.150 -1.591 -1.031
H 0.409 3.152 -2.455
H 2.752 1.594 -0.335


7.
DFT (wB97M-V/def2-TZVPD) results for a molecular structure, C11H19NO7Zn2 in a non-equilibrium geometry.

**Gap between HOMO and LUMO**: 0.2711 hartree
**Largest force on an atom**: 9.6 eV/Å
**DFT total energy**: -4570.53797 hartree
**HOMO**: -8.74 eV
**Multiplicity**: 1
**Energy above the lowest of the compared OMol25 structures with the same formula, charge and spin**: 0.0 kcal per mole

Cartesian coordinates (Å):
Zn 1.654 4.123 1.105
Zn 1.234 1.308 0.168
O -0.244 0.811 -1.590
O 2.827 4.330 -0.699
O 2.722 2.086 -1.209
O 3.141 2.859 1.975
O 1.151 2.274 2.011
O 1.064 3.202 -0.563
O 2.499 0.676 1.724
N -0.283 -0.041 -0.436
C -0.245 -2.217 -1.799
C 1.850 -1.031 -1.200
C 0.520 -2.039 0.624
C 2.369 1.830 2.304
C 2.226 3.260 -1.185
C -1.605 -0.041 0.222
C -2.767 -0.542 -0.670
C 0.423 -1.327 -0.726
C -0.800 -2.189 1.391
C -1.500 -0.836 1.522
C -1.963 1.393 0.607
H 1.184 -1.467 1.281
H 1.896 -0.460 -2.123
H -2.904 1.451 1.154
H -3.669 -0.387 -0.085
H 2.527 -0.604 -0.451
H -2.226 1.978 -0.284
H -1.201 -1.826 -2.127
H -2.684 -1.620 -0.826
H 2.286 -2.017 -1.378
H -2.777 -0.141 -1.684
H -1.438 -2.966 0.963
H -0.542 -2.537 2.393
H 0.417 -2.397 -2.645
H -0.999 -0.184 2.239
H -2.516 -1.015 1.882
H 0.979 -3.026 0.541
H -1.032 0.589 -2.107
H -1.171 1.966 1.091
H -0.404 -3.226 -1.411


8.
DFT (wB97M-V/def2-TZVPD) results for a single C5H8O molecule.

**Gap between HOMO and LUMO**: 0.3936 hartree
**Largest force on an atom**: 0.7 eV/Å
**DFT total energy**: -270.52534 hartree
**HOMO**: -9.65 eV
**Multiplicity**: 1
**Energy above the lowest of the compared OMol25 structures with the same formula, charge and spin**: 20.4 kcal per mole

Cartesian coordinates (Å):
O -0.369 1.665 0.835
C 1.572 0.283 -0.896
C 0.256 -0.250 -0.429
C -2.067 0.034 0.442
C -0.690 0.608 0.319
C 1.518 -0.564 0.335
H 1.825 -1.601 0.315
H -2.432 -0.154 -0.571
H 1.637 -0.041 1.285
H -0.155 -1.092 -0.977
H -2.078 -0.928 0.975
H 1.728 1.340 -0.712
H -2.687 0.757 0.964
H 1.951 -0.081 -1.853